ORCA calculation (wB97M-V/def2-TZVPD) on C13H28N4OP2STl as an isolated structure.

As for the LUMO energy (alpha / beta): -8.9 / -8.9 eV. The calculation puts the calculated total energy at -56030.03237 eV. The total charge is +2. For the HOMO energy (alpha / beta), the calculation gives -0.4800 / -0.4791 Ha. The orbital gap (alpha / beta) comes out at 0.1546 / 0.1521 Eh. The energy above the lowest of the compared OMol25 structures with the same formula, charge and spin is 26.3 kcal per mole. Its multiplicity is 2.

Positions of all 50 atoms, in Å:
Tl 0.633091 0.029754 0.461362
P 0.571303 2.831806 0.011015
P 1.931212 -2.495897 0.483696
N -1.705345 0.859043 -0.682261
N -0.825167 -1.887023 -0.830400
H -3.209803 0.126557 -1.998511
H -2.923783 -2.258517 -0.817262
H -3.314615 -0.177770 -0.195283
C -2.648480 -0.162778 -1.073854
H -2.261183 -1.830611 -2.384243
C -2.169919 -1.604689 -1.293700
H -2.448714 2.121470 -2.332449
H -1.145835 -3.938356 -1.093591
C -1.562089 1.842267 -1.690380
C -0.457007 -3.137747 -0.749841
H -1.472326 3.816173 -0.828741
C -0.763800 3.098265 -1.295169
H -0.317409 3.575637 -2.192168
H 3.103415 -2.714440 -0.297222
H 2.229553 -3.150859 1.725435
H 1.631398 3.502306 -0.666387
H 0.141683 3.854329 0.893250
O 1.978023 0.786386 -1.774033
C 1.838635 0.518501 -2.981283
C 1.619820 1.640412 -3.984887
C 1.427477 -0.885617 -3.403223
H -1.051908 1.233098 -2.379052
H 1.092925 2.436882 -3.442117
H 2.498837 2.089035 -4.461128
H 0.952851 1.285031 -4.782322
H 0.998719 -1.424545 -2.548494
H 0.733073 -0.814031 -4.233112
H 2.301589 -1.512858 -3.691787
C 0.776177 -3.592465 -0.257162
H 0.970429 -4.656455 -0.327694
S -1.432088 -0.238379 2.438507
C -0.328922 -0.000516 3.716513
N 0.054938 1.235978 4.133425
C 0.779573 1.488736 5.385808
C 1.742985 0.352828 5.658290
C 1.038110 -0.985022 5.558469
N 0.279594 -1.056010 4.308310
H -0.487800 1.974086 3.698518
H 0.052620 1.580460 6.205499
H 1.277675 2.455283 5.276197
H 2.189386 0.489782 6.646214
H 2.542195 0.400976 4.913879
H 0.361113 -1.105495 6.418525
H 1.755511 -1.808322 5.581770
H -0.072519 -1.962878 4.014975

Forces on atoms 1 to 3 (eV/Å):
-1.613 -1.204 -0.350
-0.311 0.416 -1.234
-0.262 -1.125 -0.065

ORCA calculation (wB97M-V/def2-TZVPD) on a 2-piece molecular cluster, C5H12O overall.

As for the LUMO energy (alpha / beta): 1.1 / 1.0 eV. The calculation puts the calculated total energy at -7423.42706 eV. For the HOMO energy (alpha / beta), the calculation gives -0.2662 / -0.2564 Ha. The orbital gap (alpha / beta) comes out at 0.3049 / 0.2914 Eh. The energy above the lowest of the compared OMol25 structures with the same formula, charge and spin is 89.6 kcal per mole.

Positions of all 18 atoms, in Å:
C -1.014156 -2.568758 0.385998
C -0.875117 -1.071220 0.142882
C 0.611791 1.506976 -0.651866
C -0.466133 2.511847 -0.457982
O 1.349188 1.188890 0.355564
C 2.229939 0.221315 0.452446
H -0.469607 -3.136638 -0.376554
H -0.592272 -2.840647 1.359556
H -2.058502 -2.894789 0.364541
H -1.415553 -0.479442 0.891476
H -1.253656 -0.783204 -0.844490
H 0.756049 0.949230 -1.574972
H -1.452058 2.087740 -0.695858
H -0.334506 3.399594 -1.090452
H -0.486516 2.832983 0.587052
H 2.780672 0.202454 1.378770
H 0.184337 -0.802025 0.217741
H 2.506106 -0.324302 -0.443852

Forces on atoms 1 to 3 (eV/Å):
-0.041 -0.102 0.023
0.051 0.025 0.003
-0.432 0.137 -0.866

ORCA calculation (wB97M-V/def2-TZVPD) on C4H16InN8O4 as an isolated structure.

As for the LUMO energy: -15.4 eV. The calculation puts the calculated total energy at -29664.76829 eV. The total charge is +3. For the HOMO energy, the calculation gives -0.7052 Ha. The orbital gap comes out at 0.1386 Eh. The energy above the lowest of the compared OMol25 structures with the same formula, charge and spin is 0.0 kcal per mole.

Positions of all 33 atoms, in Å:
In 15.252570 -3.749988 0.669206
C 13.584654 -5.926157 3.154214
O 14.279924 -5.843833 2.086633
N 14.082846 -6.483981 4.264612
N 12.291258 -5.553014 3.180872
H 13.525375 -6.636728 5.089983
H 15.036451 -6.800788 4.214555
H 11.976415 -5.084231 2.346150
H 11.755303 -5.401986 4.021611
C 12.740154 -0.718146 0.536348
O 13.569454 -1.596066 0.918516
N 12.278558 -0.696604 -0.724766
N 12.528167 0.392563 1.293283
H 12.510620 -1.509199 -1.270687
H 11.743562 0.064435 -1.108650
H 11.647947 0.874423 1.184727
H 13.071210 0.382582 2.145352
C 14.180688 -2.922110 -3.022539
O 14.056893 -2.903520 -1.752695
N 15.369700 -3.026432 -3.638571
N 13.093098 -2.797584 -3.811766
H 16.144218 -3.267635 -3.045416
H 15.424240 -3.172259 -4.634970
H 13.065265 -3.246125 -4.715768
H 12.195356 -2.643560 -3.383851
C 17.703233 -6.698436 0.493788
O 16.695773 -5.926321 0.479181
N 17.838458 -7.669511 1.404088
N 18.672906 -6.581232 -0.432795
H 17.229502 -7.658112 2.203034
H 18.603231 -8.325504 1.392371
H 19.552255 -7.071552 -0.412473
H 18.566597 -5.802158 -1.058996

Forces on atoms 1 to 3 (eV/Å):
-1.321 -1.274 -0.542
-1.425 -0.049 1.481
0.937 1.253 -0.948

ORCA calculation (wB97M-V/def2-TZVPD) on C3H5GaO3 as an isolated structure.

As for the LUMO energy: -14.8 eV. The calculation puts the calculated total energy at -61686.74402 eV. The total charge is +2. For the HOMO energy, the calculation gives -0.7898 Ha. The orbital gap comes out at 0.2477 Eh. The energy above the lowest of the compared OMol25 structures with the same formula, charge and spin is 10.0 kcal per mole.

Positions of all 12 atoms, in Å:
Ga 2.104186 0.259320 0.680217
O 2.030080 -1.473843 -0.276494
O 0.065201 -1.026487 0.583437
C -1.045966 -0.122395 0.377306
C -0.412497 1.237682 0.046363
O 0.884960 0.971847 -0.426153
C 0.813306 -1.260508 -0.515134
H -1.604256 -0.485923 -0.496616
H -1.688916 -0.122968 1.262695
H -0.443556 1.894593 0.931090
H -1.016190 1.731388 -0.732196
H 0.313643 -1.602705 -1.434511

Forces on atoms 1 to 3 (eV/Å):
-0.002 -1.362 -0.685
0.562 1.750 0.092
1.167 0.137 -0.722

ORCA calculation (wB97M-V/def2-TZVPD) on C31H61ClIInN3O as an isolated structure.

As for the LUMO energy: 2.1 eV. The calculation puts the calculated total energy at -65450.80425 eV. The total charge is -1. For the HOMO energy, the calculation gives -0.1738 Ha. The orbital gap comes out at 0.2501 Eh. The energy above the lowest of the compared OMol25 structures with the same formula, charge and spin is 0.0 kcal per mole.

Positions of all 99 atoms, in Å:
C 5.607786 -0.021921 1.691604
C 5.414505 -0.935867 0.465762
C 4.565468 -0.271729 -0.621992
In 2.412906 0.054695 -0.276635
C 1.969046 1.993333 -1.328530
C 0.494809 2.395608 -1.428105
C -0.125517 2.680602 -0.057860
C -1.411032 3.510533 -0.090892
C -2.631835 2.609514 -0.301790
C -2.896971 1.670140 0.882743
C -3.305507 0.266750 0.454179
C -3.417392 -0.729364 1.602632
C -3.422421 -2.174390 1.139302
O -4.559468 -2.444678 0.323583
C -4.248243 -2.781106 -1.007363
C 1.796296 0.331727 1.852729
C 1.083785 -0.756554 2.643524
C 0.546787 -0.302674 3.991022
I 2.404730 -2.434797 2.992832
C 1.269009 -1.602737 -1.336415
Cl 0.666194 -2.893931 -0.184889
C 0.094056 -1.192734 -2.218979
C 0.588330 -0.533607 -3.505097
H 5.137697 -0.431527 2.585364
H 6.662438 0.147437 1.921922
H 5.161723 0.958830 1.507628
H 6.401338 -1.205984 0.068371
H 4.960205 -1.877632 0.787899
H 4.984111 0.725634 -0.811339
H 4.660864 -0.826165 -1.564395
H 2.511640 2.765144 -0.764778
H 2.410311 1.945071 -2.330228
H -0.058857 1.571345 -1.890168
H 0.312890 3.264436 -2.082944
H -0.368322 1.718482 0.401923
H 0.634457 3.126233 0.590499
H -1.343720 4.227650 -0.916308
H -1.544457 4.095181 0.824640
H -3.526399 3.207982 -0.498007
H -2.454586 2.020045 -1.209970
H -1.994610 1.580508 1.494350
H -3.657644 2.119123 1.530011
H -4.253303 0.298336 -0.094691
H -2.550497 -0.099460 -0.253867
H -2.576500 -0.592175 2.291956
H -4.337636 -0.554744 2.170452
H -3.457236 -2.851140 1.998961
H -2.502129 -2.393549 0.584689
H -3.619113 -2.021956 -1.485168
H -3.731392 -3.746720 -1.074448
H -5.190177 -2.849573 -1.551357
H 2.697340 0.629941 2.401634
H 1.124551 1.197463 1.880266
H 0.281634 -1.203885 2.055510
H 0.019156 -1.100576 4.517597
H 1.351208 0.062421 4.631563
H -0.151874 0.523323 3.817318
H 1.980544 -2.141268 -1.969604
H -0.569477 -0.510018 -1.675843
H -0.519241 -2.065061 -2.483176
H -0.230856 -0.368865 -4.208695
H 1.067835 0.425883 -3.312099
H 1.325747 -1.178897 -3.990789
C 5.072017 6.255218 -3.399934
C 5.100856 4.848514 -3.980987
C 4.562388 3.795271 -3.006616
C 5.366846 3.740357 -1.785585
N 6.041998 3.744165 -0.856686
H 5.703130 6.321826 -2.512737
H 5.428132 6.986824 -4.125998
H 4.057391 6.535509 -3.109281
H 6.119775 4.580887 -4.268691
H 4.491908 4.803039 -4.886363
H 4.559526 2.800426 -3.454308
H 3.530290 4.013775 -2.725256
C -6.792644 0.466852 4.010745
C -6.817667 1.028768 5.424288
C -6.720043 2.558987 5.454925
C -5.465433 3.036410 4.870605
N -4.483959 3.409168 4.405566
H -5.867701 0.731473 3.496764
H -6.864036 -0.620489 4.027104
H -7.626924 0.848050 3.418090
H -5.990204 0.618305 6.006279
H -7.739036 0.737624 5.932222
H -6.773823 2.934298 6.478138
H -7.544778 3.007293 4.896538
C 0.174208 -7.599909 -3.444839
C 0.381660 -7.232780 -1.982150
C 1.232833 -5.972149 -1.799755
C 2.571033 -6.135698 -2.371733
N 3.608669 -6.263332 -2.847786
H 1.126546 -7.815948 -3.931609
H -0.463582 -8.479067 -3.542816
H -0.299220 -6.779301 -3.988079
H 0.852943 -8.061289 -1.448999
H -0.580490 -7.050450 -1.499595
H 1.340245 -5.709589 -0.747619
H 0.764144 -5.111118 -2.279881

Forces on atoms 1 to 3 (eV/Å):
-0.023 0.024 -0.043
0.046 0.020 0.063
0.065 -0.013 -0.034

ORCA calculation (wB97M-V/def2-TZVPD) on C9H14N2 as an isolated structure.

As for the LUMO energy: 0.7 eV. The calculation puts the calculated total energy at -12537.52232 eV. For the HOMO energy, the calculation gives -0.3128 Ha. The orbital gap comes out at 0.3393 Eh. The energy above the lowest of the compared OMol25 structures with the same formula, charge and spin is 67.2 kcal per mole.

Positions of all 25 atoms, in Å:
C 2.007715 -1.358261 0.988970
C 3.153466 0.400571 0.671753
C 1.380061 -0.734605 -0.021855
C -0.173105 -1.832232 -1.625599
C 0.111068 -0.923133 -0.724181
C -0.893150 1.821027 -0.556965
C -2.498000 -0.192957 -0.360290
C -0.841288 0.341318 1.539481
C -1.134801 0.406203 -0.047892
N 3.057031 -0.608991 1.457584
N 2.105781 0.367939 -0.234897
H 1.540716 -2.089618 1.551095
H 3.829474 1.198378 0.697142
H -1.009559 -1.780367 -2.336626
H 0.669175 -2.391941 -2.038697
H -1.779912 2.380313 -0.647291
H -0.312178 2.398181 0.069098
H -0.287889 1.695071 -1.483291
H -3.318532 0.585233 -0.363106
H -2.761255 -0.983245 0.317505
H -2.434164 -0.543826 -1.399575
H -1.399542 1.170991 1.893668
H 0.218342 0.302853 1.638821
H -1.181883 -0.718553 1.897893
H 1.952424 1.089639 -0.882733

Forces on atoms 1 to 3 (eV/Å):
0.062 0.681 0.699
-2.074 -0.417 -0.962
-0.865 -0.535 -1.189